(1)
The following is a quantum chemistry calculation of a gas-phase ion, C5H12N2 (charge +1) at a distorted geometry, from OMol25.

Last column: Mulliken charge in e.
Atoms and positions in Å:
C1 1.16282 2.40610 0.04134  -1.0087
C2 -0.10632 1.49890 0.23095  -0.4441
C3 0.11191 0.23691 1.11236  -0.8467
C4 -0.05426 -0.99693 0.25582  0.3431
C5 -1.24892 -1.70323 0.15938  -0.3472
N1 -1.37593 -2.87924 -0.57240  -0.4115
N2 0.90984 -1.20312 -0.69639  -0.4688
H1 0.84239 3.44389 0.14882  0.3116
H2 1.97207 2.00816 0.63946  0.3415
H3 1.37445 2.31199 -1.02314  0.2543
H4 -0.97005 2.09446 0.53789  0.4499
H5 -0.51206 1.10302 -0.70272  0.3736
H6 -0.46282 0.29522 2.03616  0.4540
H7 1.14360 0.12369 1.47968  0.4079
H8 -2.05889 -1.30102 0.75957  0.3934
H9 -2.37261 -2.90541 -0.79741  0.3353
H10 -0.91302 -2.66788 -1.46076  0.3194
H11 0.71869 -1.00080 -1.66441  0.2601
H12 1.83910 -0.86470 -0.48419  0.2830

Atomic forces in eV per Å
C -1.93 -0.99 -1.25
C -0.08 -0.04 -0.15
C 0.69 -0.53 0.80
C 0.08 1.23 -1.12
C 0.21 -0.93 0.30
N -1.12 3.49 -0.33
N 0.30 0.16 0.82
H 0.64 -0.10 0.61
H 0.22 0.66 0.17
H 0.69 0.08 0.04
H 0.24 -0.17 0.74
H 0.46 0.28 -0.47
H -0.37 -0.49 -0.22
H 0.01 0.59 -0.12
H -0.16 -0.59 0.04
H 0.02 -1.04 0.16
H 0.55 -1.16 0.09
H -0.43 -0.67 -0.36
H -0.04 0.22 0.24

Computed properties:
Frontier orbital gap (alpha / beta): 10.35 / 8.41 eV
Net charge: +1
Largest force on an atom: 3.7 eV Å⁻¹
ΔE to the lowest compared entry with this formula, charge and spin: 1.182 eV
2S+1: 2

(2)
The following is a quantum chemistry calculation of 3 unconnected molecules or ions with the total composition C3H11NO2 at a distorted geometry, from OMol25.

Last column: Mulliken charge in e.
Atoms and positions in Å:
C1 2.07280 0.47536 -0.26942  -0.6646
C2 1.00764 0.67454 0.50149  -0.1254
N1 1.00998 1.24304 1.80772  -0.3638
C3 -0.08527 0.66084 2.57056  -0.8490
H1 2.95775 1.03692 -0.01270  0.2596
H2 1.99685 -0.23441 -1.07047  0.2597
H3 0.04272 0.37846 0.10061  0.3170
H4 0.98773 2.25146 1.83095  0.2288
H5 -0.03077 -0.40539 2.35613  0.3680
H6 -0.05035 0.89831 3.63636  0.2713
H7 -1.06964 0.98645 2.23457  0.3019
O1 -2.73400 -4.79854 -0.77893  -0.6400
H8 -3.69337 -4.68234 -0.75931  0.3194
H9 -2.70152 -5.74650 -0.57981  0.3204
O2 0.36668 2.30241 -4.10188  -0.6407
H10 -0.01116 3.18448 -4.04125  0.3178
H11 -0.06607 1.77492 -3.42462  0.3196

Atomic forces in eV per Å
C -0.50 0.59 0.89
C 0.22 0.12 -0.35
N -0.14 0.18 -0.22
C -0.21 0.06 -0.14
H 0.60 -0.64 -0.04
H 0.14 0.42 -0.68
H -0.21 -0.60 0.37
H 0.07 0.13 -0.14
H -0.11 -0.12 0.64
H 0.40 -0.25 -0.11
H -0.28 0.13 -0.23
O -0.63 -0.68 0.18
H 0.12 0.48 -0.11
H 0.50 0.20 -0.07
O 0.08 -0.03 -0.12
H -0.05 -0.07 0.08
H -0.02 0.09 0.04

Computed properties:
Frontier orbital gap: 9.45 eV
Largest force on an atom: 1.2 eV Å⁻¹
SMILES string: C=CNC.O.O
ΔE to the lowest compared entry with this formula, charge and spin: 1.614 eV
2S+1: 1

(3)
The following is a quantum chemistry calculation of C16H25N3O3 in the gas phase, from OMol25.

Last column: Mulliken charge in e.
Atoms and positions in Å:
C1 -4.73840 -0.22214 -0.97395  -1.5559
C2 -3.78106 -0.84221 0.04054  -0.1970
N1 -2.66203 -1.50069 -0.60566  0.3521
C3 -2.08812 -2.58373 0.16408  -0.7436
C4 -1.65871 -2.27147 1.60459  -0.9057
C5 -1.71685 -0.63869 -1.29457  -2.4192
C6 -0.76503 0.16923 -0.43841  1.3060
C7 0.48253 -0.33775 -0.11686  -0.1108
C8 1.37812 0.35540 0.68584  0.5270
C9 2.74552 -0.19795 0.97068  -1.8417
C10 3.79002 0.45288 0.03815  0.5157
C11 5.12695 -0.24330 0.20328  0.2085
N2 6.14114 0.54457 0.61152  -0.3150
O1 5.27712 -1.43158 -0.01080  -0.6771
C12 3.32782 0.32967 -1.42207  -0.0229
N3 3.27668 -0.94115 -1.86155  -0.2584
O2 3.01649 1.29683 -2.07875  -0.6800
C13 0.99851 1.59530 1.17237  -0.9212
C14 -0.23136 2.13911 0.84777  -0.8143
C15 -1.11599 1.44326 0.03268  0.6465
O3 -2.32929 1.92947 -0.36425  -0.3303
C16 -2.70114 3.22432 0.03193  -1.0601
H1 -4.30938 0.66962 -1.42006  0.2651
H2 -5.66598 0.05639 -0.47917  0.4124
H3 -4.95953 -0.94019 -1.75925  0.3775
H4 -4.32123 -1.61499 0.59504  0.6008
H5 -3.46284 -0.07140 0.75858  0.1581
H6 -2.83727 -3.38540 0.19677  0.4061
H7 -1.22728 -2.96096 -0.39309  0.3535
H8 -2.51714 -1.99029 2.20974  0.3223
H9 -1.20557 -3.15642 2.04558  0.4193
H10 -0.93658 -1.46043 1.63124  0.1220
H11 -1.12557 -1.28289 -1.95372  0.4918
H12 -2.29505 0.04496 -1.91650  0.5347
H13 0.76485 -1.30571 -0.50601  0.3769
H14 2.75846 -1.27791 0.81795  0.3801
H15 3.02994 0.00648 2.00618  0.5950
H16 3.86653 1.51934 0.26285  0.6285
H17 6.03488 1.53577 0.73170  0.2179
H18 7.05945 0.14181 0.70805  0.2666
H19 3.06718 -1.10158 -2.83325  0.2659
H20 3.78522 -1.64906 -1.34701  0.2171
H21 1.67029 2.15553 1.80718  0.4202
H22 -0.48526 3.11498 1.23077  0.4479
H23 -2.79419 3.30411 1.12052  0.3949
H24 -3.67525 3.40258 -0.42210  0.2524
H25 -1.99162 3.97630 -0.32858  0.3704

Atomic forces in eV per Å
C 0.16 -0.06 0.25
C -0.15 0.04 -0.21
N -0.05 0.03 -0.05
C 0.01 -0.09 0.22
C -0.05 0.02 -0.28
C -0.11 -0.04 -0.06
C -0.14 0.18 -0.07
C -0.10 0.25 0.04
C 0.01 -0.05 0.19
C 0.01 0.12 -0.04
C -0.06 -0.15 -0.12
C -0.01 0.31 0.11
N 0.36 0.19 0.14
O 0.02 -0.35 0.05
C 0.24 0.19 0.27
N -0.10 -0.55 -0.28
O -0.12 0.28 -0.12
C -0.01 -0.18 -0.07
C -0.24 0.23 -0.01
C 0.19 -0.18 -0.02
O 0.19 -0.38 -0.07
C -0.09 0.25 0.08
H 0.00 0.11 -0.09
H -0.12 0.09 0.01
H -0.05 -0.07 -0.08
H 0.04 0.04 0.06
H -0.05 -0.09 0.08
H 0.13 -0.03 -0.01
H -0.02 -0.08 -0.03
H -0.07 0.03 0.11
H 0.04 -0.10 0.11
H 0.03 0.02 0.12
H 0.00 0.12 -0.01
H 0.09 -0.06 -0.10
H 0.02 -0.13 -0.06
H 0.05 0.03 0.06
H 0.01 -0.08 -0.01
H -0.03 -0.10 -0.12
H -0.05 -0.06 -0.03
H -0.07 -0.02 -0.01
H -0.01 0.10 0.02
H -0.01 0.06 -0.06
H 0.08 0.07 0.08
H -0.06 0.08 0.02
H 0.02 0.00 -0.05
H 0.06 0.04 0.05
H -0.02 -0.04 0.03

Computed properties:
Frontier orbital gap: 8.54 eV
Largest force on an atom: 0.6 eV Å⁻¹
SMILES string: CCN(CC)Cc1cc(CC(C(N)=O)C(N)=O)ccc1OC
ΔE to the lowest compared entry with this formula, charge and spin: 0.901 eV
2S+1: 1

(4)
The following is a quantum chemistry calculation of a molecular structure, C7H9NO3S at a distorted geometry, from OMol25.

Last column: Mulliken charge in e.
Atoms and positions in Å:
C1 3.10204 1.16215 -0.07158  -0.3844
C2 1.75840 1.55283 -0.32083  -0.5654
C3 3.03850 -0.20164 0.13063  -0.3998
C4 0.98916 0.39988 -0.27008  -0.2286
C5 -1.81637 -0.20334 1.26514  -0.8340
C6 -0.41182 0.08732 -0.56864  0.3827
C7 -0.89373 -1.09898 0.26841  0.0303
N1 -1.87419 -1.99427 -0.33448  -0.6710
O1 -2.86790 0.93300 -1.05457  -0.6053
O2 -1.49281 2.35458 0.30950  -0.6395
O3 1.79970 -0.64116 -0.02512  -0.2968
S1 -1.80743 1.05436 -0.12210  1.0211
H1 3.89151 1.99320 0.08021  0.2893
H2 1.46652 2.52603 -0.57903  0.5331
H3 3.75719 -1.05201 0.36025  0.3781
H4 -2.69157 -0.64854 1.70733  0.4718
H5 -1.12102 0.26977 2.06044  0.2850
H6 -0.70704 -0.46463 -1.98716  0.2944
H7 -0.06124 -1.51577 0.81775  0.5022
H8 -2.46021 -1.61534 -0.97496  0.2166
H9 -1.59769 -2.89744 -0.69113  0.2202

Atomic forces in eV per Å
C 0.76 1.01 0.86
C -0.35 -2.00 0.04
C 2.52 -0.30 0.22
C 0.24 2.58 -0.93
C 3.04 1.30 -0.29
C 0.01 -3.33 -4.58
C -2.88 0.44 1.30
N 2.57 -2.29 2.16
O -0.79 -0.89 -0.84
O 0.83 1.93 0.76
O -0.82 -0.88 0.16
S -0.45 -0.73 1.79
H -1.02 -2.23 -0.40
H -0.65 0.99 -0.08
H -0.86 1.70 -0.33
H -0.33 -0.01 -0.26
H -1.30 -0.56 -1.16
H 1.15 2.00 3.70
H -0.29 -0.82 -0.21
H -2.03 1.94 -2.13
H 0.65 0.13 0.21

Computed properties:
Frontier orbital gap: 9.13 eV
Largest force on an atom: 5.7 eV Å⁻¹
ΔE to the lowest compared entry with this formula, charge and spin: 4.279 eV
2S+1: 1

(5)
The following is a quantum chemistry calculation of 2 unconnected molecules or ions with the total composition C5H13N at a distorted geometry, from OMol25.

Last column: Mulliken charge in e.
Atoms and positions in Å:
C1 3.14465 -1.32335 -2.40566  -0.8293
C2 1.85356 -1.21628 -2.71351  0.1211
N1 0.79782 -1.17631 -1.81430  -0.3751
H1 3.48225 -1.42681 -1.38544  0.2359
H2 3.86647 -1.26394 -3.20630  0.2348
H3 1.51628 -0.97419 -3.71494  0.2610
H4 0.94758 -1.41081 -0.84778  0.1538
H5 -0.12214 -1.37815 -2.16237  0.1948
C3 -2.19806 1.16755 2.65494  -1.2250
C4 -1.11961 0.44286 1.89675  -0.1627
C5 -0.86633 1.00216 0.48007  -1.0541
H6 -2.24029 0.88435 3.70300  0.3541
H7 -3.17034 1.01744 2.20049  0.3093
H8 -1.98014 2.23810 2.70217  0.3302
H9 -1.23395 -0.64578 1.80957  0.2910
H10 -0.15105 0.49446 2.40400  0.2559
H11 0.18381 1.13677 0.26332  0.3248
H12 -1.39067 0.43427 -0.29150  0.2004
H13 -1.31985 1.99767 0.42750  0.3791

Atomic forces in eV per Å
C -0.16 0.02 -0.41
C -0.36 0.48 0.52
N -0.01 0.06 -0.10
H 0.07 -0.15 0.05
H 0.12 0.02 0.14
H 0.21 -0.34 -0.16
H 0.09 -0.10 -0.09
H 0.05 -0.02 0.04
C 0.12 0.19 0.45
C 1.51 -0.56 -0.71
C -1.10 0.57 0.34
H -0.15 -0.40 0.09
H -0.25 0.06 -0.04
H -0.06 0.00 -0.34
H -0.61 0.17 0.20
H -0.18 0.34 0.38
H 0.19 -0.30 -0.27
H 0.35 -0.12 -0.03
H 0.15 0.07 -0.04

Computed properties:
Frontier orbital gap: 9.16 eV
Largest force on an atom: 1.8 eV Å⁻¹
SMILES string: C=CN.CCC
ΔE to the lowest compared entry with this formula, charge and spin: 1.148 eV
2S+1: 1